The following is a quantum chemistry calculation of a 11-piece molecular cluster, C81H176N8O11 overall at a distorted geometry, from the Open Molecules 2025 dataset.

Values from the calculation:
- max |F| (eV Å⁻¹) = 4.62
- LUMO energy (eV) = 0.3
- energy above the lowest of the compared OMol25 structures with the same formula, charge and spin (kcal per mole) = 139.72
- gap between HOMO and LUMO (eV) = 8.202
- SMILES = CC1(C)CCCC(C)(C)N1O.CC1(C)CCCC(C)(C)N1O.CC1(C)CCCC(C)(C)N1O.CC1(C)CCCC(C)(C)N1O.CC1(C)CCCC(C)(C)N1O.CC1(C)CCCC(C)(C)N1O.CC1(C)CCCC(C)(C)N1O.CC1(C)CCCC(C)(C)N1O.CC(C)O.CC(C)O.CC(C)O
- M (g/mol) = 1438.344

Last column: Mulliken charge in e.
CARTESIAN COORDINATES (ANGSTROEM)
C  2.759  1.876  -2.092  -1.6096
C  2.737  1.700  -0.565  1.5903
C  3.688  2.767  0.074  -1.8774
C  1.332  2.079  -0.097  -1.2616
C  0.281  1.019  -0.320  -0.6134
C  0.746  -0.144  0.635  -1.3865
C  2.063  -0.729  0.163  1.6533
C  2.507  -1.723  1.289  -1.7801
C  1.783  -1.397  -1.139  -1.7183
N  3.108  0.347  0.056  0.1681
O  4.282  -0.055  -0.486  -0.4897
H  2.548  0.968  -2.656  0.3306
H  2.050  2.621  -2.455  0.2994
H  3.766  2.200  -2.355  0.4122
H  3.495  2.805  1.146  0.4144
H  4.747  2.655  -0.158  0.4471
H  3.472  3.789  -0.236  0.3649
H  1.478  2.303  0.960  0.3772
H  0.886  2.988  -0.502  0.4681
H  -0.684  1.393  0.023  0.3988
H  0.084  0.650  -1.327  0.3231
H  -0.045  -0.889  0.718  0.4879
H  0.800  0.203  1.667  0.4042
H  2.543  -1.133  2.206  0.4531
H  3.516  -2.135  1.291  0.3462
H  1.783  -2.532  1.390  0.3562
H  1.000  -2.143  -1.000  0.3787
H  2.605  -1.878  -1.669  0.3554
H  1.516  -0.688  -1.922  0.3000
H  4.822  0.247  0.249  0.4075
C  -1.305  10.052  -5.991  -1.5668
C  -1.085  11.276  -6.961  1.5284
C  -2.166  12.376  -6.596  -1.8094
C  0.309  11.901  -6.646  -1.2131
C  1.524  11.185  -7.319  -0.7242
C  1.205  10.999  -8.790  -1.2962
C  -0.105  10.262  -9.106  1.5192
C  -0.270  10.438  -10.660  -1.8089
C  0.101  8.739  -8.929  -1.6933
N  -1.209  10.975  -8.407  0.1304
O  -2.425  10.443  -8.792  -0.4519
H  -0.364  9.622  -5.648  0.3682
H  -1.643  10.507  -5.061  0.4634
H  -1.987  9.238  -6.240  0.2109
H  -3.187  12.026  -6.750  0.3802
H  -2.109  12.738  -5.569  0.3933
H  -2.061  13.227  -7.268  0.4605
H  0.384  12.927  -7.007  0.3875
H  0.599  11.778  -5.603  0.3515
H  2.389  11.830  -7.165  0.3860
H  1.765  10.258  -6.797  0.3527
H  2.055  10.557  -9.309  0.4590
H  1.053  11.993  -9.211  0.4490
H  -0.598  11.447  -10.909  0.4459
H  -0.940  9.750  -11.175  0.3357
H  0.711  10.376  -11.130  0.4026
H  0.295  8.430  -7.901  0.3159
H  0.832  8.414  -9.668  0.3909
H  -0.839  8.226  -9.130  0.4762
H  -2.454  9.540  -8.466  0.3561
C  -1.033  -9.160  8.328  -1.5919
C  -1.192  -10.469  7.526  1.4166
C  -1.839  -11.638  8.437  -1.7734
C  -2.072  -10.279  6.267  -1.2804
C  -1.539  -9.486  5.101  -0.6810
C  -0.156  -10.053  4.798  -1.2251
C  0.852  -10.243  5.963  1.7107
C  2.024  -11.068  5.371  -1.9674
C  1.332  -8.830  6.377  -1.8190
N  0.158  -10.929  7.067  0.2223
O  1.011  -11.257  8.037  -0.4656
H  -1.935  -9.002  8.920  0.4541
H  -0.132  -9.151  8.942  0.2770
H  -1.121  -8.306  7.656  0.3286
H  -1.305  -11.862  9.360  0.3845
H  -2.847  -11.363  8.750  0.3967
H  -1.902  -12.563  7.865  0.4255
H  -2.227  -11.284  5.874  0.4107
H  -3.073  -9.945  6.540  0.4265
H  -2.276  -9.439  4.300  0.4003
H  -1.352  -8.495  5.516  0.2679
H  0.286  -9.354  4.087  0.4360
H  -0.308  -11.002  4.283  0.4401
H  2.238  -10.668  4.380  0.4328
H  1.759  -12.115  5.220  0.4612
H  2.972  -10.955  5.898  0.3998
H  0.588  -8.049  6.531  0.3177
H  1.970  -8.452  5.578  0.4407
H  1.901  -8.929  7.302  0.3890
H  1.299  -12.120  7.731  0.3653
C  -10.067  -10.358  -2.562  -2.0028
C  -8.813  -9.927  -3.341  1.7400
C  -8.084  -11.234  -3.801  -1.7148
C  -9.338  -9.212  -4.647  -1.2235
C  -8.301  -8.428  -5.399  -0.7228
C  -7.438  -7.491  -4.503  -1.0773
C  -6.878  -8.172  -3.231  1.3412
C  -5.659  -9.082  -3.635  -1.6896
C  -6.292  -7.005  -2.356  -1.8963
N  -7.923  -8.983  -2.551  0.2613
O  -7.502  -9.482  -1.314  -0.4470
H  -10.760  -10.963  -3.146  0.4038
H  -9.722  -10.913  -1.689  0.4369
H  -10.620  -9.492  -2.198  0.4654
H  -8.683  -12.141  -3.874  0.4056
H  -7.715  -11.108  -4.819  0.3144
H  -7.253  -11.480  -3.140  0.3353
H  -9.754  -9.848  -5.429  0.3320
H  -10.215  -8.590  -4.471  0.4791
H  -7.695  -9.190  -5.888  0.2970
H  -8.809  -7.817  -6.146  0.3772
H  -8.055  -6.644  -4.200  0.4086
H  -6.591  -7.092  -5.061  0.4383
H  -4.922  -8.394  -4.050  0.4363
H  -5.885  -9.844  -4.381  0.3405
H  -5.341  -9.683  -2.783  0.3798
H  -7.130  -6.491  -1.885  0.4636
H  -5.703  -6.257  -2.886  0.3748
H  -5.617  -7.358  -1.576  0.3978
H  -8.013  -8.935  -0.713  0.3452
C  -5.454  -1.606  7.581  -1.8010
C  -4.899  -0.533  8.553  1.6772
C  -3.435  -0.886  8.925  -2.0033
C  -4.957  0.864  7.874  -1.1983
C  -6.265  1.552  7.789  -0.6702
C  -7.042  1.624  9.074  -1.0209
C  -7.069  0.218  9.823  1.2282
C  -7.536  0.574  11.316  -1.8252
C  -8.148  -0.661  9.213  -1.5680
N  -5.636  -0.388  9.808  0.2449
O  -5.495  -1.542  10.598  -0.4650
H  -6.216  -1.255  6.885  0.3542
H  -4.659  -1.956  6.922  0.4781
H  -5.800  -2.545  8.011  0.3380
H  -3.396  -1.820  9.485  0.4181
H  -2.702  -0.876  8.118  0.4024
H  -3.191  -0.112  9.652  0.4599
H  -4.392  1.602  8.443  0.3974
H  -4.398  0.792  6.942  0.4063
H  -6.122  2.524  7.317  0.3908
H  -6.902  0.923  7.166  0.2897
H  -8.053  1.952  8.831  0.3793
H  -6.699  2.397  9.761  0.4196
H  -6.839  1.252  11.810  0.4392
H  -7.652  -0.309  11.944  0.3855
H  -8.477  1.123  11.358  0.3845
H  -8.393  -1.576  9.753  0.3439
H  -7.931  -0.987  8.196  0.3045
H  -9.113  -0.155  9.231  0.4294
H  -4.839  -1.126  11.162  0.3808
C  1.664  11.114  4.617  -1.8994
C  0.127  10.872  4.488  1.5258
C  -0.358  10.941  2.958  -1.5139
C  -0.074  9.468  5.101  -1.3590
C  -1.549  9.144  5.335  -0.5802
C  -2.145  10.247  6.186  -1.2026
C  -2.008  11.714  5.636  1.5698
C  -2.891  11.939  4.413  -1.6580
C  -2.411  12.724  6.759  -1.9006
N  -0.559  11.911  5.314  0.0454
O  -0.209  13.180  5.001  -0.4422
H  1.751  12.048  4.062  0.4475
H  2.014  11.274  5.637  0.4583
H  2.277  10.326  4.180  0.3855
H  0.496  10.614  2.364  0.5001
H  -0.963  10.098  2.624  0.3772
H  -0.727  11.893  2.577  0.1706
H  0.289  8.776  4.342  0.3900
H  0.579  9.365  5.968  0.4468
H  -2.271  9.048  4.525  0.2955
H  -1.582  8.257  5.967  0.4022
H  -1.613  10.300  7.136  0.4213
H  -3.151  9.925  6.453  0.3999
H  -2.944  11.121  3.695  0.3292
H  -2.681  12.864  3.877  0.3287
H  -3.935  12.055  4.705  0.4393
H  -2.232  13.753  6.447  0.3943
H  -1.656  12.667  7.543  0.4539
H  -3.391  12.459  7.156  0.3850
H  -0.592  13.258  4.124  0.3896
C  -6.479  1.591  -7.381  -1.9587
C  -6.521  1.970  -8.918  1.5851
C  -5.078  2.002  -9.407  -1.7225
C  -7.393  0.874  -9.600  -1.1854
C  -7.536  1.150  -11.134  -0.7413
C  -8.219  2.457  -11.376  -1.0736
C  -7.632  3.666  -10.528  1.6588
C  -6.551  4.344  -11.417  -1.7885
C  -8.794  4.709  -10.421  -1.9530
N  -7.167  3.293  -9.143  0.1301
O  -6.503  4.383  -8.486  -0.4778
H  -5.771  2.185  -6.803  0.4421
H  -7.427  1.711  -6.856  0.4060
H  -6.049  0.593  -7.296  0.4214
H  -4.944  2.142  -10.480  0.2886
H  -4.432  2.719  -8.901  0.3598
H  -4.584  1.050  -9.211  0.4375
H  -6.993  -0.126  -9.430  0.4597
H  -8.419  0.906  -9.232  0.3589
H  -6.575  1.024  -11.633  0.3507
H  -8.064  0.337  -11.634  0.4373
H  -9.308  2.427  -11.344  0.4244
H  -8.034  2.589  -12.443  0.3255
H  -6.911  4.875  -12.298  0.4088
H  -5.823  3.651  -11.839  0.3945
H  -5.876  5.013  -10.883  0.4019
H  -9.594  4.584  -9.691  0.4287
H  -9.312  4.966  -11.345  0.4195
H  -8.390  5.691  -10.175  0.4217
H  -6.913  4.458  -7.621  0.3397
C  11.957  -10.871  0.427  -1.6521
C  10.628  -10.605  1.182  1.4419
C  9.998  -11.977  1.565  -1.9385
C  10.915  -9.850  2.552  -1.1613
C  11.200  -8.362  2.324  -0.6408
C  9.911  -7.759  1.566  -1.2968
C  9.555  -8.425  0.222  1.6298
C  8.212  -7.872  -0.180  -1.9903
C  10.571  -8.010  -0.845  -1.5257
N  9.577  -9.888  0.392  0.2627
O  9.321  -10.597  -0.885  -0.5065
H  12.580  -9.985  0.308  0.3482
H  12.614  -11.523  1.004  0.4612
H  11.823  -11.360  -0.537  0.3437
H  9.992  -12.588  0.663  0.4371
H  10.609  -12.558  2.256  0.4120
H  9.002  -12.007  2.008  0.3932
H  10.101  -9.952  3.270  0.3878
H  11.825  -10.294  2.956  0.4510
H  11.387  -7.755  3.210  0.3901
H  12.062  -8.287  1.661  0.2889
H  10.093  -6.687  1.499  0.4484
H  8.970  -7.863  2.106  0.4110
H  7.383  -8.129  0.479  0.4242
H  8.044  -8.364  -1.138  0.4564
H  8.139  -6.785  -0.133  0.3411
H  10.412  -8.297  -1.885  0.3127
H  11.579  -8.346  -0.600  0.3000
H  10.604  -6.920  -0.846  0.4232
H  8.429  -10.923  -0.747  0.3473
C  7.358  5.650  -9.743  -1.2718
C  7.632  4.204  -9.910  0.4337
C  6.345  3.451  -10.147  -1.2578
O  8.471  3.828  -10.925  -0.5480
H  8.241  6.212  -9.439  0.3203
H  6.630  5.787  -8.944  0.3483
H  6.890  6.157  -10.587  0.3367
H  7.991  3.843  -8.946  0.2527
H  5.789  3.779  -11.025  0.3445
H  5.744  3.479  -9.237  0.3725
H  6.587  2.395  -10.270  0.3271
H  8.143  4.141  -11.771  0.3418
C  14.267  0.211  2.673  -1.2074
C  13.588  1.514  3.134  0.2890
C  12.249  1.792  2.425  -1.1936
O  13.462  1.380  4.575  -0.5274
H  15.132  -0.037  3.288  0.3559
H  14.558  0.085  1.630  0.3498
H  13.641  -0.648  2.915  0.3263
H  14.377  2.264  3.079  0.2793
H  11.564  0.944  2.445  0.3028
H  12.358  1.952  1.352  0.3564
H  11.794  2.694  2.832  0.3190
H  12.901  0.602  4.624  0.3499
C  6.162  3.330  7.035  -1.3246
C  4.890  4.024  7.512  0.6239
C  3.798  3.075  7.789  -1.2258
O  5.195  4.661  8.763  -0.5569
H  6.500  2.650  7.816  0.3373
H  7.003  3.989  6.820  0.3131
H  6.039  2.729  6.135  0.3503
H  4.571  4.807  6.825  0.2060
H  4.146  2.235  8.391  0.2964
H  3.352  2.545  6.948  0.3474
H  2.940  3.592  8.218  0.3235
H  4.502  5.259  9.053  0.3093